Density functional theory data (ωB97M-V/def2-TZVPD) for a cluster of 3 separate species, C21H46BFN2O5P in total.

Geometry as ORCA input:
```
! RIJCOSX wB97M-V def2-TZVPD def2/J DEFGRID3
* xyz -1 3
O -5.188 0.509 -3.757
P -4.039 0.301 -4.669
O -4.521 0.531 -6.232
O -3.013 1.583 -4.475
B -2.991 -1.312 -4.662
C -1.920 -1.345 -3.423
C -2.450 -0.945 -2.036
C -1.364 -0.519 -1.057
F -1.696 0.715 -0.447
H -3.861 0.123 -6.813
H -2.452 1.697 -5.255
H -2.375 -1.303 -5.738
H -3.771 -2.248 -4.678
H -1.546 -2.375 -3.354
H -1.047 -0.727 -3.668
H -2.981 -1.802 -1.615
H -3.158 -0.116 -2.105
H -0.413 -0.359 -1.570
H -1.228 -1.221 -0.232
C 1.635 5.144 -1.764
C 1.326 3.660 -2.008
C 0.995 2.942 -0.695
C 2.208 2.716 0.204
C 3.328 2.002 -0.548
C 3.731 2.710 -1.847
N 2.487 2.953 -2.653
O 2.149 1.953 -3.371
C 4.489 4.008 -1.555
C 4.654 1.818 -2.670
C 0.136 3.580 -2.959
H 2.221 5.563 -2.583
H 0.693 5.689 -1.712
H 2.162 5.331 -0.831
H 0.539 1.977 -0.933
H 0.231 3.521 -0.170
H 2.570 3.663 0.617
H 1.905 2.108 1.059
H 4.219 1.910 0.082
H 3.002 0.987 -0.795
H 4.628 4.585 -2.471
H 5.474 3.751 -1.162
H 4.005 4.643 -0.820
H 4.211 0.844 -2.854
H 5.588 1.684 -2.120
H 4.878 2.278 -3.633
H 0.380 4.034 -3.921
H -0.699 4.123 -2.515
H -0.181 2.555 -3.131
C -0.956 -0.919 4.714
C -1.493 -1.817 3.590
C -2.591 -2.754 4.109
C -2.064 -3.877 5.000
C -0.954 -4.662 4.303
C 0.190 -3.774 3.797
N -0.407 -2.662 2.985
O -0.629 -2.988 1.770
C 1.036 -3.247 4.959
C 1.115 -4.575 2.885
C -2.047 -0.910 2.499
H 0.038 -0.543 4.470
H -1.621 -0.062 4.820
H -0.912 -1.411 5.683
H -3.102 -3.192 3.246
H -3.328 -2.151 4.645
H -1.709 -3.479 5.954
H -2.884 -4.556 5.242
H -0.533 -5.414 4.976
H -1.377 -5.196 3.448
H 1.741 -2.492 4.606
H 1.608 -4.078 5.374
H 0.454 -2.821 5.769
H 0.570 -5.044 2.072
H 1.603 -5.350 3.480
H 1.882 -3.931 2.453
H -1.267 -0.281 2.069
H -2.806 -0.260 2.938
H -2.509 -1.470 1.692
*
```

Computed properties:
<S²>: 2.008
strongest force on any atom: 0.55 eV/Å
E_tot: -1779.577766 hartree